1.
Below is a molecular structure, C13H30O12S2V in a non-equilibrium geometry, with properties calculated with ωB97M-V with the def2-TZVPD basis set.

⟨S²⟩ = 0.775
lowest unoccupied orbital energy (spin up / spin down) = 3.98 / 3.97 eV
total charge = -2
spin multiplicity = 2
relative energy (zero: lowest compared OMol25 entry of this formula, charge and spin) = 0.0 kJ/mol
energy = -85895.848 eV

Last column: Löwdin charge in e.
Atoms and positions in Å:
1 O -1.73433 -1.17109 1.91504  -0.385
2 V -1.78738 0.16830 1.00655  0.998
3 C -3.36615 -3.15732 -1.57961  -0.089
4 C -2.24527 -2.23544 -1.10572  -0.651
5 C -1.15543 -2.10825 -2.17723  -0.081
6 O -2.70962 -1.08737 -0.55914  -0.268
7 H -4.18359 -3.23633 -0.86120  0.069
8 H -3.02511 -4.18347 -1.77193  0.054
9 H -3.83013 -2.76002 -2.49481  0.066
10 H -1.78273 -2.78917 -0.23967  0.110
11 H -0.23942 -1.67467 -1.77503  0.020
12 H -1.54888 -1.47351 -2.97712  0.083
13 H -0.85528 -3.10913 -2.52133  0.056
14 C -0.31040 3.61697 1.96387  -0.087
15 C -0.62440 2.50412 2.96448  -0.604
16 C -1.97574 2.76891 3.62490  -0.066
17 O -0.56675 1.26686 2.35639  -0.329
18 H -0.00912 4.54024 2.48438  0.061
19 H -1.09514 3.70527 1.20647  0.077
20 H 0.57911 3.44073 1.34056  0.038
21 H 0.13430 2.55723 3.77880  0.111
22 H -2.15811 2.12888 4.48750  0.070
23 H -2.78639 2.66157 2.90211  0.064
24 H -1.99846 3.81775 3.96072  0.062
25 C -4.01359 1.63878 0.81089  -0.853
26 O -5.12914 1.87845 0.26200  -0.097
27 O -2.87380 1.86620 0.18248  -0.207
28 O -3.88308 0.51947 1.51445  -0.170
29 O 4.54181 -2.68859 -1.39119  -0.282
30 S 3.28309 -3.32013 -1.17518  0.561
31 O 3.18039 -4.69729 -0.79737  -0.296
32 O 2.50519 -2.46103 -0.09117  -0.271
33 C 1.35752 -3.03687 0.58664  -0.234
34 C 1.26338 -2.45052 1.95943  -0.075
35 C 2.23765 -2.98914 -2.57571  -0.117
36 H 1.33087 -4.12425 0.59275  0.114
37 H 0.46954 -2.76389 0.00596  0.100
38 H 0.66452 -1.55257 2.05382  0.050
39 H 2.22828 -2.35375 2.47221  0.084
40 H 0.80244 -3.15300 2.66501  0.086
41 H 1.30029 -3.52457 -2.46505  0.054
42 H 2.74952 -3.43501 -3.43340  0.068
43 H 2.17877 -1.91418 -2.71146  0.051
44 O -0.04317 0.20347 -0.40515  -0.281
45 S 1.21199 0.78461 -0.72590  0.620
46 O 1.97666 0.30273 -1.83896  -0.278
47 O 0.99549 2.36158 -0.87408  -0.237
48 C 1.54332 2.99388 -2.04750  -0.264
49 C 1.62754 4.47029 -1.77405  -0.076
50 C 2.24369 0.79736 0.71748  -0.081
51 H 0.79312 2.83033 -2.83039  0.127
52 H 2.45529 2.56947 -2.46013  0.112
53 H 2.42248 4.66593 -1.04638  0.077
54 H 0.74948 4.96111 -1.35617  0.084
55 H 1.85035 5.01502 -2.69495  0.073
56 H 3.21347 1.18068 0.40961  0.075
57 H 2.33837 -0.20621 1.11757  0.048
58 H 1.70271 1.44061 1.41492  0.056

Forces on atoms 1 to 2 (eV/Å):
O 0.67 1.31 -0.89
V -3.53 -1.46 1.21


2.
Below is a molecular structure, C28H35ClGaOPS3, with properties calculated with ωB97M-V with the def2-TZVPD basis set.

lowest unoccupied orbital energy = -5.41 eV
total charge = +2
relative energy (zero: lowest compared OMol25 entry of this formula, charge and spin) = 0.0 kJ/mol
energy = -138332.827 eV

Last column: Löwdin charge in e.
Atoms and positions in Å:
1 Ga -0.08793 0.40123 -0.95679  0.053
2 C 2.96581 0.76699 -2.88500  -0.451
3 C 3.40618 -0.66728 -2.65004  -0.473
4 S 2.78598 -1.31512 -1.07717  0.926
5 C 2.14519 -2.94537 -1.53566  -0.468
6 C 0.63150 -3.11429 -1.39213  -0.444
7 S -0.43586 -1.81289 -2.05846  0.974
8 C 0.29913 -1.47881 -3.68383  -0.415
9 C 0.40290 0.00253 -4.03873  -0.426
10 S 1.19769 1.12763 -2.87033  0.959
11 H 3.33436 1.12628 -3.84691  0.103
12 H 3.36148 1.43321 -2.11595  0.094
13 H 4.49310 -0.68392 -2.61206  0.094
14 H 3.09872 -1.31896 -3.46355  0.074
15 H 2.62289 -3.66818 -0.87666  0.089
16 H 2.49008 -3.17682 -2.54206  0.082
17 H 0.33697 -3.16255 -0.34095  0.070
18 H 0.32031 -4.05035 -1.85780  0.101
19 H -0.34760 -1.94372 -4.42455  0.104
20 H 1.25401 -1.98439 -3.72112  0.056
21 H -0.58995 0.43703 -4.13064  0.077
22 H 0.91065 0.11867 -4.99851  0.113
23 Cl 0.45060 2.88581 -0.01935  0.797
24 C -0.39810 2.70459 1.51067  -0.598
25 C -0.96608 3.83020 2.06792  -0.070
26 C -1.62491 3.69785 3.28201  -0.025
27 C -1.71250 2.46062 3.90662  -0.029
28 C -1.14157 1.33883 3.32008  -0.039
29 C -0.47047 1.44465 2.10459  -0.361
30 P 0.30970 -0.00148 1.33807  1.045
31 C -0.63833 -1.44696 1.81919  -0.367
32 C -1.77860 -1.74104 1.06119  -0.115
33 C -2.60372 -2.79358 1.42837  -0.038
34 C -2.28935 -3.56050 2.54612  -0.034
35 C -1.16361 -3.26749 3.30554  -0.039
36 C -0.33560 -2.20984 2.95011  -0.075
37 C 1.98860 -0.07397 1.95227  -0.372
38 C 2.64662 1.11109 2.28222  -0.068
39 C 3.95523 1.06313 2.74100  -0.040
40 C 4.60098 -0.16070 2.87895  -0.035
41 C 3.94677 -1.34211 2.54664  -0.051
42 C 2.64656 -1.30129 2.07096  -0.153
43 H -0.89300 4.79062 1.57074  0.126
44 H -2.07271 4.57367 3.73918  0.128
45 H -2.23245 2.36649 4.85340  0.125
46 H -1.22560 0.37408 3.80536  0.117
47 H -2.04317 -1.13775 0.19936  0.063
48 H -3.49340 -3.01352 0.84844  0.123
49 H -2.93270 -4.38651 2.83115  0.124
50 H -0.93001 -3.86072 4.18259  0.123
51 H 0.52551 -1.97241 3.56298  0.115
52 H 2.14254 2.06749 2.21167  0.096
53 H 4.46651 1.98230 3.00305  0.121
54 H 5.61835 -0.19374 3.25470  0.123
55 H 4.45141 -2.29405 2.65773  0.122
56 H 2.14936 -2.22392 1.79374  0.102
57 C -3.49187 1.32759 -3.10415  -0.022
58 C -2.78895 1.66602 -1.80321  -0.662
59 C -2.40588 3.13896 -1.76916  -0.036
60 C -3.66017 1.30134 -0.60809  -0.020
61 O -1.60183 0.85021 -1.74864  -0.290
62 H -4.48751 1.77962 -3.12775  0.102
63 H -3.60447 0.24459 -3.20288  0.093
64 H -2.93470 1.71546 -3.96274  0.090
65 H -3.27445 3.76434 -1.99166  0.104
66 H -1.63365 3.35071 -2.51449  0.091
67 H -2.02959 3.42386 -0.78228  0.044
68 H -4.54673 1.93979 -0.56415  0.102
69 H -3.09794 1.43771 0.32316  0.078
70 H -3.99080 0.25898 -0.67233  0.091

Forces on atoms 1 to 2 (eV/Å):
Ga 0.26 -0.40 -0.34
C 0.06 -0.05 -0.05


3.
Below is a molecular structure, C46H111Br2N3O16 in a non-equilibrium geometry, with properties calculated with ωB97M-V with the def2-TZVPD basis set.

lowest unoccupied orbital energy = 0.41 eV
total charge = 0
energy = -226813.951 eV

Last column: Löwdin charge in e.
Atoms and positions in Å:
1 C 2.47887 -5.12523 -0.92112  -0.065
2 C 2.28398 -5.21469 0.60549  -0.201
3 N 1.28643 -6.21663 1.05566  -0.082
4 C -0.00464 -5.65220 1.48794  -0.166
5 C -0.81383 -4.78381 0.49714  -0.118
6 C -1.67000 -3.71532 1.24530  -0.178
7 O -3.06002 -3.90278 1.02537  -0.114
8 C -3.56777 -3.22624 -0.11621  -0.282
9 C -3.79868 -1.74177 0.18767  -0.124
10 O -2.96399 -0.87818 -0.57682  -0.135
11 C -2.70350 0.36025 0.08463  -0.355
12 C -1.69104 1.12588 -0.76381  -0.193
13 C -0.44908 0.30857 -1.13338  -0.188
14 C 0.65035 0.41519 -0.05525  -0.152
15 C 1.62310 -0.77846 -0.00274  -0.166
16 N 2.99390 -0.44123 -0.45197  -0.091
17 C 4.02619 -0.58974 0.58266  -0.040
18 C 3.38866 -0.94151 -1.67547  -0.528
19 C 2.35677 -1.04978 -2.78142  0.019
20 O 4.53575 -1.24725 -1.89694  0.056
21 C -4.05095 1.11606 0.29909  -0.611
22 Br -3.93788 3.02830 -0.06322  0.777
23 C -4.71177 0.86472 1.69252  -0.730
24 C -3.77482 0.96602 2.88749  -0.141
25 Br -6.17513 2.16456 2.00638  0.649
26 C -4.85932 -3.93640 -0.54233  -0.035
27 C -6.07269 -3.58545 0.31288  -0.476
28 O -6.01436 -3.57581 1.49188  0.163
29 N -7.30855 -3.29876 -0.35083  -0.172
30 C -7.24114 -2.17216 -1.27859  -0.076
31 C -7.90020 -4.51908 -0.91884  -0.068
32 C 1.16858 -7.33684 0.21760  -0.519
33 C 2.40633 -8.20443 0.12297  0.010
34 O 0.13238 -7.64452 -0.31556  0.095
35 H 2.90273 -4.15401 -1.19547  0.069
36 H 3.16116 -5.90072 -1.27814  0.070
37 H 1.53577 -5.24363 -1.46736  0.080
38 H 1.99424 -4.23126 0.98799  0.113
39 H 3.25976 -5.46342 1.04495  0.111
40 H 0.20260 -5.04822 2.38120  0.102
41 H -0.62610 -6.50032 1.79352  0.131
42 H -1.51967 -5.42792 -0.03562  0.117
43 H -0.17258 -4.30164 -0.24378  0.096
44 H -1.51808 -3.83330 2.32500  0.120
45 H -1.34814 -2.69653 0.97590  0.120
46 H -2.85099 -3.34505 -0.94521  0.159
47 H -3.57548 -1.59639 1.25332  0.138
48 H -4.84080 -1.45032 0.01630  0.110
49 H -2.19982 0.12826 1.03079  0.131
50 H -1.34818 1.96196 -0.14332  0.093
51 H -2.16919 1.50481 -1.67021  0.089
52 H -0.05955 0.74094 -2.06356  0.101
53 H -0.69006 -0.73696 -1.35683  0.107
54 H 1.25280 1.30474 -0.27484  0.120
55 H 0.19425 0.60000 0.92561  0.110
56 H 1.20634 -1.61244 -0.57315  0.097
57 H 1.71277 -1.11733 1.03402  0.112
58 H 3.61001 -0.36674 1.56842  0.089
59 H 4.44868 -1.60198 0.61489  0.091
60 H 4.84652 0.10983 0.39999  0.074
61 H 1.66127 -0.20915 -2.79356  0.067
62 H 2.92060 -1.07823 -3.71494  0.076
63 H 1.79455 -1.98197 -2.65351  0.083
64 H -4.73544 0.73192 -0.46514  0.086
65 H -5.25446 -0.07956 1.65738  0.072
66 H -3.28658 1.94147 2.93780  0.091
67 H -3.02152 0.17053 2.83390  0.071
68 H -4.33324 0.77759 3.80807  0.056
69 H -5.06571 -3.69505 -1.58958  0.121
70 H -4.70411 -5.01889 -0.45832  0.141
71 H -6.24229 -1.98973 -1.69818  0.061
72 H -7.90706 -2.35685 -2.12861  0.088
73 H -7.57246 -1.24143 -0.80550  0.090
74 H -7.74785 -4.59654 -2.00337  0.083
75 H -8.97826 -4.52500 -0.72331  0.079
76 H -7.49151 -5.40792 -0.42507  0.094
77 H 3.31240 -7.59118 0.10295  0.069
78 H 2.36608 -8.79797 -0.79366  0.090
79 H 2.43750 -8.86131 0.99647  0.092
80 C -1.39421 6.78745 -1.20292  -0.088
81 C -0.37179 5.70618 -0.91051  -0.320
82 O -0.81760 4.82413 0.11454  -0.106
83 H -1.60526 7.36428 -0.30154  0.080
84 H -1.03397 7.46760 -1.97743  0.070
85 H -2.33469 6.35111 -1.54506  0.057
86 H 0.56367 6.13822 -0.55578  0.109
87 H -0.15428 5.13408 -1.82058  0.107
88 H -1.64334 4.42837 -0.18786  -0.014
89 C 0.58331 -6.33692 5.92901  -0.086
90 C 1.46696 -5.18010 5.50527  -0.313
91 O 2.48160 -5.59599 4.59190  -0.093
92 H 1.18202 -7.12348 6.38907  0.077
93 H -0.17316 -6.00883 6.64288  0.076
94 H 0.07292 -6.76924 5.06472  0.069
95 H 1.98775 -4.75783 6.36330  0.113
96 H 0.86295 -4.38704 5.05099  0.105
97 H 2.04116 -5.96316 3.81500  0.063
98 C 5.12206 3.71503 -0.46876  -0.089
99 C 6.35177 3.24242 0.28167  -0.312
100 O 6.72423 1.91560 -0.08290  -0.085
101 H 4.28331 3.04086 -0.28428  0.066
102 H 4.84290 4.72368 -0.16483  0.073
103 H 5.30900 3.72659 -1.54528  0.067
104 H 6.16036 3.21720 1.35386  0.112
105 H 7.19059 3.92358 0.10368  0.094
106 H 6.90768 1.90759 -1.02765  0.079
107 C -5.72964 0.25967 7.19802  -0.093
108 C -5.42695 1.74449 7.11409  -0.321
109 O -5.13196 2.15534 5.78378  -0.102
110 H -4.88722 -0.32132 6.82038  0.074
111 H -5.92931 -0.04278 8.22710  0.072
112 H -6.60400 0.00902 6.59263  0.073
113 H -4.54616 1.98923 7.70649  0.110
114 H -6.26824 2.32711 7.50477  0.108
115 H -5.90117 1.96847 5.23361  0.052
116 C 8.64835 6.97098 -2.89345  -0.092
117 C 7.80905 6.02735 -2.05452  -0.331
118 O 6.49044 6.52487 -1.83768  -0.088
119 H 8.71245 7.94720 -2.42070  0.058
120 H 9.66005 6.58634 -3.02392  0.078
121 H 8.19957 7.10356 -3.88232  0.074
122 H 8.24790 5.90251 -1.06477  0.105
123 H 7.75543 5.03854 -2.52645  0.105
124 H 6.07402 6.63569 -2.69812  0.081
125 C -3.50997 0.86139 -4.41098  -0.083
126 C -4.14923 -0.20714 -3.54433  -0.309
127 O -5.42178 0.20447 -3.03975  -0.088
128 H -3.39865 1.78866 -3.84591  0.069
129 H -2.52653 0.54321 -4.76115  0.077
130 H -4.12925 1.07965 -5.28478  0.073
131 H -3.53638 -0.40470 -2.66878  0.085
132 H -4.25987 -1.14270 -4.10519  0.113
133 H -5.99857 0.38493 -3.78868  0.084
134 C 12.09081 10.81996 -0.59435  -0.094
135 C 10.83653 10.34221 -1.30106  -0.321
136 O 10.73742 8.92022 -1.31823  -0.094
137 H 12.97778 10.40368 -1.07274  0.075
138 H 12.16039 11.90838 -0.61395  0.073
139 H 12.09301 10.49677 0.44934  0.072
140 H 10.84396 10.65353 -2.34487  0.112
141 H 9.94591 10.76930 -0.82781  0.109
142 H 10.71600 8.61635 -0.40498  0.084
143 C 6.44032 -4.93160 4.23879  -0.091
144 C 5.77934 -3.57170 4.11530  -0.322
145 O 4.75580 -3.56659 3.12722  -0.100
146 H 6.86452 -5.23463 3.28062  0.074
147 H 7.23709 -4.91425 4.98416  0.072
148 H 5.70791 -5.68601 4.53531  0.068
149 H 6.50363 -2.81895 3.80551  0.110
150 H 5.36272 -3.26482 5.08106  0.108
151 H 4.09459 -4.21846 3.39269  0.045
152 C -10.18882 -4.76444 3.02088  -0.089
153 C -11.44708 -4.63051 2.18379  -0.325
154 O -11.36640 -5.38038 0.97418  -0.091
155 H -9.31656 -4.43726 2.45313  0.068
156 H -10.25781 -4.16452 3.92936  0.074
157 H -10.02745 -5.80574 3.31133  0.072
158 H -11.59542 -3.59419 1.88346  0.110
159 H -12.32630 -4.94550 2.75616  0.106
160 H -11.24766 -6.30678 1.20542  0.078
161 C 6.30254 0.95295 -5.60687  -0.092
162 C 4.99051 0.60624 -6.28608  -0.328
163 O 4.87960 -0.79071 -6.53656  -0.085
164 H 7.14285 0.62819 -6.22116  0.075
165 H 6.38600 2.02826 -5.43879  0.070
166 H 6.38001 0.44718 -4.64144  0.070
167 H 4.91769 1.10126 -7.25371  0.109
168 H 4.14437 0.93960 -5.67424  0.102
169 H 4.93607 -1.24669 -5.68986  0.074
170 C -4.69628 8.86137 -4.58791  -0.093
171 C -3.70750 7.75882 -4.25925  -0.324
172 O -4.19495 6.88635 -3.24478  -0.091
173 H -4.92784 9.44138 -3.69420  0.076
174 H -4.29479 9.53341 -5.34769  0.073
175 H -5.63242 8.44167 -4.96384  0.071
176 H -2.78099 8.18004 -3.87100  0.102
177 H -3.46508 7.18288 -5.15908  0.109
178 H -5.00957 6.48462 -3.56304  0.082

Forces on atoms 1 to 2 (eV/Å):
C -0.21 0.09 0.01
C 0.63 -0.23 -0.13


4.
Below is 2 unconnected molecules or ions with the total composition CH5NO3P in a non-equilibrium geometry, with properties calculated with ωB97M-V with the def2-TZVPD basis set.

lowest unoccupied orbital energy = 4.06 eV
total charge = -1
relative energy (zero: lowest compared OMol25 entry of this formula, charge and spin) = 110.1 kJ/mol
energy = -18041.061 eV

Last column: Löwdin charge in e.
Atoms and positions in Å:
1 C -2.28023 0.60510 -0.50303  -0.240
2 N 1.56649 -1.31043 0.57281  -0.240
3 O -0.07257 0.52106 -0.18705  -0.375
4 O 2.27407 1.03772 0.10650  -0.584
5 O -2.92681 -0.09967 0.22100  -0.051
6 P 1.46357 0.00038 -0.61631  0.393
7 H -1.96243 1.59454 -0.17493  0.073
8 H -2.12979 0.33224 -1.53513  0.071
9 H 1.65882 -2.28112 0.21697  -0.014
10 H 2.36099 -1.08459 1.21308  0.004
11 H 0.04790 0.68477 0.68609  -0.036

Forces on atoms 1 to 2 (eV/Å):
C -0.55 0.52 0.32
N 0.86 -0.86 0.42


Which formula does entry 4 have?
CH5NO3P


Which formula does entry 1 have?
C13H30O12S2V


What is the formula in the second record?
C28H35ClGaOPS3